The following is a DFT calculation (ωB97M-V/def2-TZVPD) of a molecular structure, C32H38N5PRhSSi at a distorted geometry.

Positions of all 79 atoms, in Å:
Rh -1.1063 0.1910 -0.1630
C 4.5712 -3.2692 0.4576
Si 3.4647 -2.9461 -1.0225
C 4.3507 -3.3654 -2.6158
C 1.9171 -3.9774 -0.8361
C 3.2063 -1.0558 -0.9902
C 4.3873 -0.3070 -0.9700
C 4.3946 1.0388 -0.6583
C 3.1860 1.6292 -0.2928
N 2.0367 1.0136 -0.6732
C 2.0231 -0.3036 -0.8867
S 0.4631 -1.0741 -1.1256
H 4.7390 -4.3387 0.5959
H 4.1078 -2.8816 1.3682
H 5.5467 -2.7905 0.3532
H 4.5840 -4.4306 -2.6612
H 5.2901 -2.8186 -2.7159
H 3.7312 -3.1199 -3.4804
H 2.2291 -5.0146 -0.6878
H 1.2766 -3.9381 -1.7168
H 1.3252 -3.6791 0.0300
H 5.3234 -0.7970 -1.2159
H 5.3051 1.6209 -0.6408
H 3.1285 2.6980 -0.4697
C 0.8898 5.7839 -1.7839
C 0.5453 4.6556 -2.5162
C 0.4286 3.4264 -1.8857
C 0.6493 3.3292 -0.5156
C 0.9805 4.4623 0.2199
C 1.1108 5.6875 -0.4170
P 0.4064 1.7390 0.3027
C 1.3984 1.5166 1.8362
C 0.8225 0.7765 2.8466
C 1.6115 0.1200 3.7969
C 2.9851 0.1381 3.6771
C 3.5756 0.9090 2.6804
C 2.8213 1.6888 1.7922
C -1.2713 2.2146 1.0643
C -1.6866 3.0801 2.0980
C -2.9640 3.5838 2.0343
C -3.8522 3.2040 1.0089
C -3.4850 2.2913 0.0428
C -2.1981 1.7660 0.1588
H 0.9840 6.7410 -2.2791
H 0.3701 4.7320 -3.5809
H 0.1739 2.5416 -2.4582
H 1.1329 4.3950 1.2919
H 1.3740 6.5673 0.1547
H -0.2514 0.6337 2.8666
H 1.1356 -0.4638 4.5731
H 3.6033 -0.4368 4.3536
H 4.6564 0.9333 2.5974
H 3.1564 2.7259 1.8268
H -0.9932 3.4179 2.8587
H -3.2875 4.3189 2.7596
H -4.8496 3.6251 0.9969
H -4.1846 1.9691 -0.7173
C -2.2584 -2.6561 -0.2033
N -2.7683 -1.2550 -0.3802
C -3.8233 -1.0474 0.6626
N -4.8877 -2.0228 0.5709
C -4.3198 -3.3628 0.7275
N -3.3147 -3.6388 -0.2991
C -3.9452 -3.5128 -1.6163
N -4.5054 -2.1740 -1.8195
C -3.4394 -1.1989 -1.7132
C -5.4886 -1.9225 -0.7627
H -1.7657 -2.7153 0.7687
H -1.5215 -2.8468 -0.9841
H -4.2397 -0.0509 0.5288
H -3.3421 -1.0996 1.6416
H -5.1187 -4.1007 0.6532
H -3.8587 -3.4438 1.7135
H -4.7448 -4.2489 -1.7007
H -3.2019 -3.7119 -2.3901
H -3.8404 -0.1927 -1.8470
H -2.6840 -1.3828 -2.4792
H -6.2953 -2.6509 -0.8466
H -5.9059 -0.9220 -0.8919

- HOMO: -10.56 eV
- Gap between HOMO and LUMO: 0.237 hartree
- Net charge: +1
- Calculated total energy: -2655.26616 Ha
- Relative energy (zero: lowest compared OMol25 entry of this formula, charge and spin): 4.096 eV

These are the Mulliken partial charges, in e, on atoms 1 to 5: atom 1 (Rh): -0.541, atom 2 (C): -1.056, atom 3 (Si): 0.227, atom 4 (C): -1.086, atom 5 (C): -1.067

The following is a DFT calculation (ωB97M-V/def2-TZVPD) of a molecular structure, C32H39AsF6N2O5P3PtS2 at a distorted geometry.

Positions of all 91 atoms, in Å:
Pt -0.4818 0.7818 0.2334
N 1.5286 -1.2973 -0.5598
P 2.0597 0.0880 0.1862
C 2.3541 -0.2907 1.9670
C 1.3188 -0.1252 2.8886
C 1.4892 -0.4881 4.2146
C 2.6988 -1.0212 4.6376
C 3.7363 -1.1822 3.7320
C 3.5687 -0.8167 2.4047
C 3.7123 0.3528 -0.4998
C 4.6236 1.1775 0.1664
C 5.8356 1.4927 -0.4214
C 6.1460 0.9976 -1.6813
C 5.2349 0.2002 -2.3583
C 4.0135 -0.1079 -1.7810
P -0.2493 -1.5208 -0.3485
C -0.6787 -1.7045 -2.1089
C -1.8105 -1.0689 -2.6103
C -2.1541 -1.2044 -3.9459
C -1.3733 -1.9846 -4.7868
C -0.2356 -2.6091 -4.2949
C 0.1166 -2.4633 -2.9620
C 0.0035 -3.1922 0.3490
C 0.7889 -3.3747 1.4835
C 0.9891 -4.6463 1.9991
C 0.4141 -5.7464 1.3819
C -0.3564 -5.5716 0.2411
C -0.5641 -4.3007 -0.2708
H 2.1755 -2.0690 -0.6767
H 0.3626 0.2771 2.5624
H 0.6828 -0.3549 4.9233
H 2.8341 -1.3074 5.6719
H 4.6802 -1.5981 4.0578
H 4.3815 -0.9556 1.7040
H 4.3872 1.5565 1.1541
H 6.5384 2.1273 0.1010
H 7.0960 1.2407 -2.1366
H 5.4754 -0.1770 -3.3431
H 3.2877 -0.6999 -2.3233
H -2.4198 -0.4708 -1.9456
H -3.0278 -0.6974 -4.3350
H -1.6477 -2.0990 -5.8269
H 0.3808 -3.2043 -4.9553
H 1.0106 -2.9457 -2.5882
H 1.2438 -2.5246 1.9706
H 1.6018 -4.7802 2.8806
H 0.5698 -6.7383 1.7847
H -0.7924 -6.4307 -0.2529
H -1.1514 -4.1624 -1.1689
C -0.7540 4.4925 -1.3864
P 0.4916 2.9758 0.4322
C 1.1497 3.2519 2.1008
C 1.9499 3.3574 -0.6011
H -0.0591 5.2287 -1.7947
H -1.7775 4.8037 -1.5836
H -0.5869 3.5389 -1.8855
H 1.6847 4.1989 2.1578
H 1.8401 2.4306 2.2986
H 0.3568 3.2476 2.8450
H 2.1872 4.4141 -0.4777
H 1.7522 3.1369 -1.6493
H 2.7931 2.7520 -0.2805
F -4.4373 1.3055 -1.6621
C -3.5267 2.2452 -1.4247
F -4.0963 3.4319 -1.5304
F -2.5749 2.1394 -2.3772
S -2.6176 1.9884 0.2884
O -3.1437 0.6821 0.7164
O -3.0334 3.1233 1.0738
N -0.5437 4.3065 0.0626
S -0.3551 5.7293 0.9093
O 0.8536 6.3810 0.5073
O -0.6230 5.5107 2.2860
C -1.7591 6.7868 0.2571
F -1.8759 7.7918 1.1076
F -2.8925 6.1084 0.1982
F -1.4653 7.2652 -0.9487
C -4.1028 -2.4455 2.2095
As -3.7054 -2.3871 0.3271
C -3.8510 -4.1850 -0.3807
C -5.1360 -1.4378 -0.5402
O -2.1440 -1.8207 0.1746
H -5.1197 -2.8033 2.3647
H -3.9991 -1.4335 2.5988
H -3.3934 -3.1054 2.7059
H -4.8808 -4.5209 -0.2625
H -3.1820 -4.8522 0.1555
H -3.5957 -4.1742 -1.4397
H -6.0567 -1.9596 -0.2789
H -5.0053 -1.4406 -1.6197
H -5.1627 -0.4198 -0.1667

- HOMO (alpha / beta): -9.33 / -11.36 eV
- Gap between HOMO and LUMO (alpha / beta): 0.261 / 0.243 hartree
- Net charge: +1
- Calculated total energy: -6502.98705 Ha
- Relative energy (zero: lowest compared OMol25 entry of this formula, charge and spin): 2.059 eV
- Spin multiplicity: 3

These are the Mulliken partial charges, in e, on atoms 1 to 5: atom 1 (Pt): 1.147, atom 2 (N): 0.644, atom 3 (P): 0.326, atom 4 (C): 0.725, atom 5 (C): 0.096

The following is a DFT calculation (ωB97M-V/def2-TZVPD) of a molecular structure, C32H39AuCl3O3SSi2 at a distorted geometry.

Positions of all 81 atoms, in Å:
Au -1.1245 -0.6969 0.4663
Cl -3.1367 -2.8074 1.3691
Si -1.6607 -3.0126 -0.0510
Cl -0.5958 -4.5746 0.6871
Cl -2.7307 -3.4627 -1.7274
C -2.3776 0.9771 -2.6389
C -3.6098 0.2273 -2.1976
O -3.6915 0.2583 -0.7743
C -4.9084 -0.3256 -0.3159
C -5.1403 0.0420 1.1284
H -2.3280 1.0057 -3.7281
H -1.4689 0.4941 -2.2795
H -2.3929 2.0030 -2.2692
H -3.5834 -0.8124 -2.5414
H -4.5118 0.6899 -2.6135
H -4.8559 -1.4133 -0.4414
H -5.7324 0.0376 -0.9398
H -4.2857 -0.2356 1.7475
H -6.0148 -0.4925 1.5001
H -5.3300 1.1115 1.2398
O -1.8275 0.2015 2.1815
S -1.7256 1.4902 2.9907
C -1.4530 2.7933 1.7995
C -0.5789 3.8426 2.0563
C -0.5526 4.9189 1.1815
C -1.3893 4.9420 0.0735
C -2.2431 3.8769 -0.1805
C -2.2855 2.7954 0.6850
C -0.1782 1.4728 3.8631
C -0.1689 2.0191 5.1384
C 1.0207 2.0376 5.8539
C 2.1679 1.4961 5.2963
C 2.1382 0.9302 4.0257
C 0.9614 0.9191 3.2988
H 0.0695 3.8305 2.9221
H 0.1213 5.7434 1.3721
H -1.3715 5.7912 -0.5967
H -2.8843 3.8880 -1.0519
H -2.9467 1.9570 0.4823
H -1.0789 2.4195 5.5684
H 1.0448 2.4624 6.8480
H 3.0922 1.5033 5.8585
H 3.0287 0.4926 3.6014
H 0.9320 0.4637 2.3173
C 3.0616 -2.7293 -3.1042
C 1.6496 -3.0592 -2.5944
C 1.6774 -4.4640 -1.9747
C 0.6429 -3.0734 -3.7537
Si 1.1926 -1.7950 -1.2906
O -0.4580 -2.1471 -0.8541
C 2.3486 -1.7968 0.1810
C 2.1995 -2.5557 1.3449
C 3.1714 -2.5539 2.3363
C 4.3251 -1.8006 2.1770
C 4.4943 -1.0340 1.0320
C 3.5139 -1.0281 0.0512
C 1.1624 -0.0095 -1.8745
C 1.1115 0.9996 -0.9006
C 1.0842 2.3438 -1.2346
C 1.1199 2.7175 -2.5715
C 1.1995 1.7424 -3.5543
C 1.2248 0.3967 -3.2080
H 3.3472 -3.4576 -3.8678
H 3.8013 -2.7863 -2.3022
H 3.1299 -1.7368 -3.5545
H 1.9585 -5.1871 -2.7453
H 0.7027 -4.7649 -1.5924
H 2.4063 -4.5422 -1.1646
H 0.9469 -3.8304 -4.4817
H 0.5763 -2.1220 -4.2825
H -0.3600 -3.3326 -3.4089
H 1.3171 -3.1599 1.4915
H 3.0303 -3.1513 3.2280
H 5.0926 -1.8125 2.9411
H 5.3908 -0.4422 0.9003
H 3.6638 -0.4145 -0.8300
H 1.1552 0.7358 0.1523
H 1.0592 3.0944 -0.4531
H 1.1062 3.7647 -2.8446
H 1.2478 2.0276 -4.5970
H 1.2936 -0.3359 -4.0011

- HOMO: -11.88 eV
- Gap between HOMO and LUMO: 0.324 hartree
- Net charge: +1
- Calculated total energy: -3961.94078 Ha
- Relative energy (zero: lowest compared OMol25 entry of this formula, charge and spin): 0.000 eV

These are the Mulliken partial charges, in e, on atoms 1 to 5: atom 1 (Au): 1.432, atom 2 (Cl): -0.253, atom 3 (Si): 0.404, atom 4 (Cl): -0.246, atom 5 (Cl): -0.315

The following is a DFT calculation (ωB97M-V/def2-TZVPD) of 12 unconnected molecules or ions with the total composition C32H39Cl6F7O27 at a distorted geometry.

Positions of all 111 atoms, in Å:
O 2.5009 -1.4393 -5.5254
C 3.4596 -1.5999 -4.8537
O 3.4602 -1.5992 -3.4950
C 4.8007 -1.8361 -3.0419
C 5.4941 -2.3963 -4.2824
F 5.4927 -3.7532 -4.3282
O 4.7000 -1.9178 -5.3286
H 5.2377 -0.8617 -2.8217
H 4.7847 -2.5429 -2.2186
H 6.5040 -1.9920 -4.3314
O 2.3525 6.3324 4.1767
C 1.9136 5.2368 4.1361
O 2.2263 4.2566 5.0400
C 1.4740 3.0764 4.7063
C 1.1997 3.3453 3.2344
F 0.0818 2.7214 2.8177
O 1.0164 4.7468 3.2427
H 2.0713 2.1869 4.8355
H 0.5494 3.1043 5.2819
H 2.0529 3.0916 2.6036
O -3.1077 -0.6622 0.3223
C -3.8766 -1.3726 -0.2203
O -4.3330 -1.2150 -1.4870
C -5.2557 -2.2571 -1.7992
C -5.5350 -2.9019 -0.4275
F -5.4950 -4.2489 -0.4887
O -4.4338 -2.4722 0.3393
H -6.1222 -1.8317 -2.2920
H -4.7614 -3.0158 -2.4100
H -6.4746 -2.5541 0.0009
O -5.9858 4.5892 -0.9764
C -4.8407 4.8907 -1.0089
O -4.3024 5.9190 -1.7011
C -2.9124 5.6652 -1.7747
C -2.6225 4.7930 -0.5970
F -2.2349 5.5072 0.5245
O -3.8579 4.2193 -0.3270
H -2.6847 5.1260 -2.7018
H -2.2905 6.5580 -1.8433
H -1.8265 4.0662 -0.7398
O 0.1636 -0.2146 3.6738
C 0.1275 -0.5916 4.7922
O -0.6809 -1.5946 5.2101
C -0.6512 -1.6281 6.6463
C 0.7177 -0.9868 6.9195
F 1.6464 -2.0060 6.9702
O 0.9623 -0.2115 5.7959
H -1.5004 -1.0726 7.0344
H -0.5818 -2.6606 6.9740
H 0.8022 -0.4686 7.8690
O 3.1020 0.8586 3.3929
C 3.9115 0.4715 2.6237
O 4.4348 -0.7878 2.6410
C 5.3626 -0.9066 1.5829
C 5.5957 0.5290 1.1136
F 5.6573 0.6211 -0.2279
O 4.4239 1.1805 1.5937
H 6.3104 -1.4183 1.7391
H 4.8550 -1.4491 0.7763
H 6.4407 1.0353 1.5800
O -4.0737 2.1238 -3.2693
C -3.3410 1.2399 -3.5486
O -3.6572 0.2467 -4.4317
C -2.4969 -0.5235 -4.6788
C -1.6479 -0.2334 -3.4458
F -0.3323 -0.3405 -3.6792
O -2.0660 1.0972 -3.1319
H -2.7571 -1.5837 -4.6653
H -1.9803 -0.3112 -5.6152
H -2.0210 -0.8599 -2.6336
C 0.1608 -0.5417 0.5951
C 0.7575 0.7751 0.1556
C 1.8429 0.6989 -0.9307
O 1.4753 1.7304 -1.8386
C 0.2825 2.2426 -1.4874
O -0.2940 3.0881 -2.0939
O -0.2559 1.5930 -0.4359
H 0.8859 -1.1736 1.1090
H -0.2255 -1.0987 -0.2636
H -0.6723 -0.3067 1.2537
H 1.1627 1.2459 1.0544
H 1.9275 -0.2823 -1.3990
H 2.8005 0.9364 -0.4638
C -0.0164 -4.4598 4.2749
C -1.2165 -4.1416 3.4037
C -1.0518 -4.3248 1.8772
O -2.1434 -5.1307 1.4699
C -2.9461 -5.3574 2.5470
O -4.0481 -5.7871 2.4939
O -2.2692 -5.0766 3.6833
H 0.6190 -3.5828 4.3577
H 0.6188 -5.2023 3.7771
H -0.3477 -4.9383 5.1931
H -1.5223 -3.1091 3.5636
H -0.0979 -4.7776 1.6028
H -1.0956 -3.3382 1.4181
Cl 2.2755 5.2187 -3.5864
C 0.6479 5.8092 -3.8921
Cl 0.2367 7.2719 -2.9792
H 0.5228 6.0192 -4.9463
H -0.0439 5.0476 -3.5496
Cl -1.4385 -6.2283 -2.1642
C -2.3484 -4.7759 -1.8773
Cl -1.3591 -3.4073 -1.3282
H -2.9015 -4.4891 -2.7666
H -3.0736 -4.9723 -1.0918
Cl 3.0746 1.6568 -6.1843
C 1.6182 1.6794 -5.1785
Cl 0.1251 2.0354 -6.0570
H 1.5549 0.6413 -4.8703
H 1.6341 2.2956 -4.2872

- HOMO: -10.51 eV
- Gap between HOMO and LUMO: 0.375 hartree
- Calculated total energy: -6734.59033 Ha
- Relative energy (zero: lowest compared OMol25 entry of this formula, charge and spin): 0.000 eV
- Structure (SMILES): O=C1OC[C@@H](F)O1.O=C1OC[C@@H](F)O1.O=C1OC[C@@H](F)O1.O=C1OC[C@@H](F)O1.O=C1OC[C@@H](F)O1.O=C1OC[C@@H](F)O1.O=C1OC[C@@H](F)O1.C[C@H]1COC(=O)O1.C[C@H]1COC(=O)O1.ClCCl.ClCCl.ClCCl

These are the Mulliken partial charges, in e, on atoms 1 to 5: atom 1 (O): -0.440, atom 2 (C): 0.425, atom 3 (O): -0.133, atom 4 (C): -0.229, atom 5 (C): 0.205

The following is a DFT calculation (ωB97M-V/def2-TZVPD) of a molecular structure, C32H39N5Yb at a distorted geometry.

Positions of all 77 atoms, in Å:
Yb -0.3621 -0.3571 0.3886
N 0.3318 -2.8373 2.1726
N 0.2612 -2.2927 -1.4126
C 0.8045 2.0638 -0.3857
C 1.9014 1.2170 -0.0699
C 1.7846 0.8359 1.2966
C 2.6024 -0.1801 2.0031
H 3.3832 -0.5796 1.3406
H 1.9846 -1.0328 2.3442
H 3.1055 0.2415 2.8896
C 0.6224 1.4656 1.8368
C 0.0709 1.2194 3.1906
H 0.5154 1.8969 3.9387
H 0.2724 0.1902 3.5345
H -1.0171 1.3684 3.2227
C 0.0108 2.2198 0.7877
C -1.2381 3.0090 0.8933
H -1.9893 2.4951 1.5077
H -1.6912 3.1736 -0.0945
H -1.0637 4.0010 1.3442
C 2.9469 0.7582 -1.0184
H 3.8810 1.3445 -0.9527
H 2.5915 0.8362 -2.0550
H 3.2107 -0.2938 -0.8336
C 0.5391 2.6789 -1.7105
H -0.5396 2.7979 -1.8882
H 0.9223 2.0458 -2.5230
H 1.0028 3.6771 -1.8194
C -0.2756 -3.4944 3.1672
H 0.2241 -3.4611 4.1409
C -1.4905 -4.1741 3.0000
H -1.9409 -4.6691 3.8537
C -2.0864 -4.1904 1.7289
H -3.0570 -4.6628 1.5800
C -1.4091 -3.6439 0.6553
H -1.8073 -3.6411 -0.3656
C -0.1279 -3.0496 0.8926
C 0.7213 -2.5401 -0.1196
H 1.7399 -2.2446 0.1447
C -0.1391 -1.0309 -1.8803
C 0.2171 -3.2409 -2.4538
H 0.4096 -4.2796 -2.2787
C -0.0312 -2.5634 -3.5755
H -0.1235 -2.8742 -4.5991
N -0.2172 -1.2236 -3.2117
C -0.4299 -0.1253 -4.0967
C 0.5894 0.2810 -4.9756
C 0.3665 1.4087 -5.7737
H 1.1612 1.7392 -6.4463
C -0.8288 2.1286 -5.7031
C -1.0860 3.2905 -6.6219
H -1.6297 4.0842 -6.0958
H -1.6964 3.0089 -7.4938
H -0.1447 3.7044 -7.0007
C -1.7973 1.7354 -4.7750
H -2.7210 2.3110 -4.6810
C -1.6084 0.6214 -3.9498
C -2.6414 0.2770 -2.9242
H -2.8297 -0.7982 -2.8205
H -3.5895 0.7597 -3.1966
H -2.3684 0.6678 -1.9303
C 1.9141 -0.4141 -5.0212
H 1.8730 -1.3784 -5.5444
H 2.3494 -0.5841 -4.0275
H 2.6196 0.2178 -5.5701
C -4.4283 1.2284 -0.0228
C -3.8759 0.3051 0.9948
N -2.6105 -0.0857 1.1445
C -2.5708 -0.8926 2.2788
C -3.8364 -1.0322 2.7761
N -4.6387 -0.2647 1.9512
H -5.0177 0.6642 -0.7592
H -5.0696 1.9780 0.4592
H -3.6165 1.7434 -0.5470
H -1.6298 -1.3074 2.6359
H -4.1811 -1.6062 3.6268
H -5.6379 -0.1318 2.0402

- HOMO (alpha / beta): 0.44 / -3.55 eV
- Gap between HOMO and LUMO (alpha / beta): 0.064 / 0.207 hartree
- Net charge: -1
- Calculated total energy: -2675.21508 Ha
- Relative energy (zero: lowest compared OMol25 entry of this formula, charge and spin): 0.000 eV
- Spin multiplicity: 2

These are the Mulliken partial charges, in e, on atoms 1 to 5: atom 1 (Yb): 0.517, atom 2 (N): -0.296, atom 3 (N): 0.730, atom 4 (C): 0.535, atom 5 (C): 0.629

Question: Look up the calculated total energy of the third one.
Answer: -3961.94078 Ha

Question: The highest relative energy (zero: lowest compared OMol25 entry of this formula, charge and spin) belongs to which entry?
Answer: C32H38N5PRhSSi